Entry 1:
Computed, not measured: a 11-piece molecular cluster, C54H97N16O6 overall, with wB97M-V/def2-TZVPD.

The largest force on an atom is 0.1156 Eh/bohr. The molar mass is 1066.48 g/mol. As for the orbital gap: 0.181 Eh. As for the total charge: +5. The energy comes out at -3441.55463 Eh.

The geometry in XYZ format:
```
173
C54H97N16O6 wB97M-V/def2-TZVPD
C 21.599 -19.017 -9.636
C 21.787 -20.493 -10.100
N 23.236 -20.815 -10.129
C 24.272 -20.057 -9.589
C 25.428 -20.750 -9.827
N 25.175 -21.821 -10.679
C 23.781 -21.892 -10.772
C 26.060 -22.743 -11.270
H 20.545 -18.762 -9.526
H 22.171 -18.228 -10.125
H 21.912 -18.989 -8.592
H 21.311 -20.622 -11.072
H 21.377 -21.158 -9.340
H 24.106 -19.130 -9.060
H 26.421 -20.547 -9.453
H 23.233 -22.586 -11.391
H 25.607 -23.708 -11.498
H 26.888 -22.934 -10.587
H 26.348 -22.267 -12.207
C 15.516 -11.171 -23.237
C 16.138 -12.521 -23.620
N 16.690 -13.171 -22.432
C 16.037 -14.131 -21.717
C 16.897 -14.668 -20.801
N 18.072 -13.971 -20.851
C 17.947 -13.078 -21.843
C 19.279 -14.098 -19.961
H 14.709 -11.294 -22.514
H 15.100 -10.663 -24.108
H 16.367 -10.609 -22.852
H 16.874 -12.405 -24.415
H 15.453 -13.211 -24.111
H 15.052 -14.448 -22.025
H 16.748 -15.456 -20.077
H 18.753 -12.479 -22.241
H 19.076 -13.575 -19.027
H 20.192 -13.814 -20.485
H 19.423 -15.146 -19.697
C 21.006 -20.817 -13.605
C 21.838 -20.989 -14.909
N 21.647 -19.885 -15.821
C 22.655 -18.961 -16.196
C 22.043 -18.131 -17.106
N 20.742 -18.436 -17.286
C 20.527 -19.629 -16.588
C 19.745 -17.710 -18.122
H 19.942 -20.792 -13.840
H 21.288 -19.907 -13.074
H 21.204 -21.657 -12.939
H 21.412 -21.862 -15.403
H 22.886 -21.109 -14.635
H 23.679 -18.993 -15.856
H 22.427 -17.277 -17.645
H 19.615 -20.204 -16.520
H 18.789 -18.227 -18.205
H 20.151 -17.473 -19.105
H 19.445 -16.725 -17.764
C 16.568 -24.334 -8.103
C 18.036 -24.897 -8.169
N 18.344 -25.188 -9.579
C 17.809 -26.178 -10.352
C 18.262 -26.137 -11.652
N 19.076 -25.004 -11.765
C 19.131 -24.496 -10.435
C 19.833 -24.485 -12.893
H 16.420 -24.062 -7.058
H 15.845 -25.100 -8.384
H 16.473 -23.428 -8.702
H 18.238 -25.828 -7.639
H 18.789 -24.223 -7.761
H 17.008 -26.751 -9.909
H 18.104 -26.765 -12.517
H 19.623 -23.583 -10.133
H 20.042 -25.214 -13.676
H 20.779 -24.036 -12.590
H 19.243 -23.705 -13.375
C 26.583 -14.309 -18.492
C 26.090 -15.200 -17.334
N 26.003 -16.628 -17.729
C 25.046 -17.159 -18.519
C 25.307 -18.555 -18.753
N 26.429 -18.856 -17.951
C 26.768 -17.688 -17.230
C 27.105 -20.167 -17.783
H 27.489 -14.694 -18.960
H 26.710 -13.247 -18.284
H 25.770 -14.338 -19.218
H 25.110 -14.895 -16.965
H 26.751 -15.099 -16.474
H 24.290 -16.518 -18.947
H 24.779 -19.199 -19.441
H 27.537 -17.621 -16.474
H 26.396 -20.902 -18.165
H 27.360 -20.418 -16.754
H 28.036 -20.244 -18.345
C 28.427 -23.922 -13.905
C 28.289 -23.049 -15.164
N 27.179 -23.456 -16.064
C 27.395 -23.945 -17.287
C 26.142 -24.107 -17.875
N 25.136 -23.539 -17.047
C 25.823 -23.198 -15.903
C 23.769 -23.374 -17.426
H 29.221 -24.655 -14.040
H 27.503 -24.462 -13.694
H 28.590 -23.498 -12.914
H 29.191 -22.945 -15.767
H 27.985 -22.033 -14.914
H 28.350 -24.325 -17.618
H 25.862 -24.568 -18.810
H 25.348 -22.870 -14.990
H 23.195 -23.611 -16.530
H 23.482 -23.902 -18.335
H 23.532 -22.314 -17.521
C 21.161 -21.210 -19.737
C 21.092 -21.792 -21.187
N 21.515 -23.153 -21.281
C 21.347 -24.131 -20.346
C 21.870 -25.316 -20.868
N 22.415 -25.062 -22.096
C 22.255 -23.726 -22.306
C 23.095 -26.012 -22.987
H 22.218 -21.105 -19.495
H 20.619 -21.634 -18.891
H 20.896 -20.156 -19.829
H 21.646 -21.209 -21.922
H 20.084 -21.779 -21.603
H 20.986 -23.781 -19.390
H 22.014 -26.309 -20.470
H 22.556 -23.211 -23.206
H 22.571 -26.958 -23.126
H 24.102 -26.221 -22.625
H 23.183 -25.581 -23.984
C 21.419 -16.526 -13.605
C 20.216 -15.701 -14.291
N 19.164 -15.509 -13.325
C 18.994 -14.474 -12.482
C 17.748 -14.475 -11.902
N 17.175 -15.633 -12.383
C 18.026 -16.269 -13.269
C 15.832 -16.181 -12.130
H 22.266 -16.531 -14.291
H 21.241 -17.559 -13.305
H 21.832 -16.158 -12.666
H 19.823 -16.215 -15.168
H 20.512 -14.720 -14.663
H 19.736 -13.690 -12.468
H 17.222 -13.718 -11.340
H 17.866 -17.206 -13.782
H 15.946 -16.844 -11.273
H 15.494 -16.868 -12.906
H 15.187 -15.383 -11.761
C 16.935 -14.445 -16.089
C 16.529 -15.832 -16.576
O 16.909 -16.172 -17.748
O 15.821 -16.606 -15.832
H 17.041 -13.748 -16.921
H 17.940 -14.452 -15.668
H 16.232 -13.923 -15.439
C 22.815 -13.122 -18.061
C 22.157 -14.503 -18.114
O 22.511 -15.242 -19.061
O 21.459 -14.821 -17.119
H 22.090 -12.514 -18.602
H 23.812 -13.095 -18.500
H 22.825 -12.742 -17.040
C 24.568 -18.853 -12.805
C 25.684 -19.359 -13.703
O 25.625 -20.567 -14.106
O 26.470 -18.485 -14.179
H 24.130 -17.969 -13.269
H 24.807 -18.599 -11.772
H 23.808 -19.631 -12.881
```

---

Entry 2:
Computed, not measured: C37H27Br2N7O4SYb as an isolated structure, with wB97M-V/def2-TZVPD.

The spin multiplicity is 2. As for the expectation value of S²: 0.751. As for the relative energy (zero: lowest compared OMol25 entry of this formula, charge and spin): 0.0 kJ/mol. The largest force on an atom is 0.0380 Eh/bohr. The molar mass is 998.58 g/mol. As for the orbital gap: 0.251 Eh. As for the total charge: -1. The energy comes out at -8815.59123 Eh.

The geometry in XYZ format:
```
79
C37H27Br2N7O4SYb wB97M-V/def2-TZVPD
Yb -0.694 -1.127 -0.855
N -3.063 -0.376 -1.840
C -2.695 0.835 -2.599
C -1.468 0.526 -3.477
O -1.541 0.687 -4.700
N -0.432 0.113 -2.748
C 0.764 -0.252 -3.504
C 1.639 -1.249 -2.738
O 2.683 -1.647 -3.233
O 1.208 -1.589 -1.561
H -3.468 -1.042 -2.487
H -3.768 -0.149 -1.149
H -2.436 1.623 -1.889
H -3.495 1.197 -3.247
H 1.377 0.632 -3.712
H 0.510 -0.686 -4.473
S -2.010 -5.298 1.638
C -1.673 -4.162 2.906
C -1.792 -4.330 4.280
C -1.510 -3.247 5.093
C -1.116 -2.025 4.541
C -0.995 -1.867 3.175
C -1.275 -2.944 2.340
N -1.248 -2.931 0.955
C -1.631 -4.063 0.444
C -1.818 -4.290 -0.989
C -2.306 -5.520 -1.446
C -2.576 -5.696 -2.789
C -2.325 -4.644 -3.665
C -1.805 -3.448 -3.193
C -1.544 -3.197 -1.836
H -2.109 -5.279 4.694
H -1.610 -3.348 6.166
H -0.903 -1.187 5.193
H -0.708 -0.923 2.738
H -2.480 -6.329 -0.743
H -2.978 -6.634 -3.150
H -2.541 -4.766 -4.721
H -1.595 -2.661 -3.917
Br 2.655 6.394 -3.489
C 1.925 6.202 -1.742
C 2.707 6.527 -0.644
C 2.181 6.383 0.627
C 0.885 5.887 0.813
C 0.110 5.589 -0.316
C 0.623 5.754 -1.591
N 0.355 5.898 2.098
N -0.385 5.021 2.622
C -0.584 3.720 2.242
C -1.815 3.168 2.634
C -2.267 1.951 2.167
C -1.508 1.175 1.271
O -1.920 0.081 0.756
C -0.174 1.664 0.963
N 0.577 0.861 0.174
C 1.817 1.208 -0.089
C 2.433 2.307 0.519
C 1.689 3.122 1.332
C 0.312 2.878 1.493
H 3.714 6.894 -0.787
H 2.774 6.632 1.498
H -0.907 5.241 -0.183
H 0.019 5.529 -2.459
H -2.444 3.783 3.266
H -3.239 1.572 2.461
H 2.363 0.567 -0.772
H 3.489 2.486 0.366
H 2.157 3.930 1.877
Br 2.158 -0.217 3.314
C 2.789 -1.240 1.832
C 4.076 -0.994 1.393
C 4.557 -1.799 0.368
C 3.753 -2.802 -0.129
C 2.468 -2.930 0.376
N 1.974 -2.159 1.348
H 4.667 -0.203 1.831
H 5.552 -1.638 -0.029
H 4.081 -3.435 -0.940
H 1.812 -3.714 0.021
```

---

Entry 3:
Computed, not measured: a 11-piece molecular cluster, C33H73BrClF3O13 overall, with wB97M-V/def2-TZVPD.

The structure (SMILES) is CC[C@@H](Cl)C1=C(C[C@@H](C)Br)C(=O)C(C(F)(F)F)=C(O)C1=O.CCO.CCO.CCO.CCO.CCO.CCO.CCO.CCO.CCO.CCO. The largest force on an atom is 0.0496 Eh/bohr. The molar mass is 850.28 g/mol. As for the orbital gap: 0.309 Eh. The energy comes out at -5612.96393 Eh.

The geometry in XYZ format:
```
124
C33H73BrClF3O13 wB97M-V/def2-TZVPD
C 2.129 -1.348 1.672
C 2.815 -1.277 0.294
C 2.907 -2.706 -0.277
Cl 2.037 -2.873 -1.847
C 4.295 -3.272 -0.298
C 5.305 -2.925 -1.075
C 5.235 -1.856 -2.123
C 5.460 -0.420 -1.575
C 6.333 -0.377 -0.336
Br 6.406 0.610 -2.972
C 6.630 -3.614 -0.899
O 7.405 -3.688 -1.782
C 6.937 -4.166 0.453
C 8.343 -4.365 0.948
F 8.612 -5.659 0.963
F 8.536 -3.863 2.129
F 9.236 -3.825 0.155
C 5.945 -4.512 1.228
O 6.086 -5.004 2.438
C 4.553 -4.337 0.706
O 3.690 -5.034 1.134
H 1.184 -1.883 1.637
H 2.069 -0.365 2.127
H 2.795 -1.937 2.312
H 2.199 -0.631 -0.324
H 3.795 -0.869 0.488
H 2.346 -3.319 0.417
H 4.350 -1.905 -2.745
H 6.080 -2.027 -2.789
H 4.500 0.064 -1.467
H 6.459 0.639 0.029
H 7.321 -0.755 -0.594
H 5.928 -0.951 0.495
H 5.459 -5.737 2.562
C 4.447 -6.519 5.954
C 4.899 -5.103 6.258
O 6.099 -4.779 5.559
H 5.226 -7.233 6.226
H 3.533 -6.765 6.502
H 4.257 -6.641 4.882
H 5.107 -4.989 7.321
H 4.120 -4.384 5.981
H 5.918 -4.869 4.617
C -2.168 0.925 0.829
C -0.899 1.561 0.297
O 0.064 0.571 -0.077
H -1.946 0.295 1.694
H -2.892 1.686 1.119
H -2.624 0.280 0.071
H -0.437 2.186 1.060
H -1.119 2.186 -0.574
H -0.336 0.023 -0.761
C -0.555 -7.110 8.057
C 0.685 -7.715 7.427
O 1.853 -6.972 7.772
H -0.678 -6.075 7.736
H -1.449 -7.672 7.783
H -0.470 -7.102 9.147
H 0.606 -7.703 6.340
H 0.815 -8.752 7.751
H 1.937 -6.987 8.732
C -6.777 3.257 1.292
C -5.502 3.886 0.760
O -4.563 2.868 0.390
H -6.561 2.630 2.157
H -7.499 4.023 1.582
H -7.237 2.613 0.535
H -5.040 4.508 1.519
H -5.710 4.509 -0.116
H -4.977 2.326 -0.291
C -2.653 7.753 0.897
C -3.975 7.770 1.638
O -4.322 6.456 2.071
H -2.710 7.087 0.034
H -2.382 8.751 0.551
H -1.855 7.378 1.543
H -4.775 8.121 0.988
H -3.923 8.432 2.509
H -3.620 6.146 2.654
C -2.544 4.455 -3.561
C -3.462 5.273 -2.671
O -3.203 6.667 -2.827
H -1.500 4.658 -3.318
H -2.731 3.386 -3.441
H -2.690 4.720 -4.610
H -3.298 5.019 -1.623
H -4.514 5.080 -2.912
H -3.363 6.885 -3.755
C -1.168 -3.452 -5.076
C 0.107 -3.937 -5.743
O 1.214 -3.112 -5.391
H -1.379 -2.421 -5.363
H -2.019 -4.076 -5.354
H -1.064 -3.470 -3.988
H 0.009 -3.899 -6.828
H 0.324 -4.970 -5.453
H 1.312 -3.149 -4.433
C 1.472 -0.197 -6.662
C 0.533 0.526 -5.718
O 0.709 1.941 -5.787
H 2.510 0.043 -6.427
H 1.336 -1.276 -6.592
H 1.296 0.114 -7.696
H 0.725 0.230 -4.687
H -0.511 0.289 -5.956
H 0.529 2.212 -6.694
C -7.353 -0.304 5.524
C -7.633 0.356 4.187
O -6.430 0.826 3.583
H -6.861 0.398 6.199
H -8.276 -0.652 5.991
H -6.682 -1.158 5.400
H -8.286 1.219 4.316
H -8.123 -0.348 3.506
H -5.851 0.067 3.454
C -4.293 8.839 -7.313
C -4.261 8.205 -5.936
O -3.316 7.131 -5.885
H -4.552 8.095 -8.067
H -5.021 9.650 -7.354
H -3.311 9.239 -7.577
H -5.235 7.789 -5.683
H -3.996 8.948 -5.176
H -2.448 7.494 -6.097
```

---

Which of these has the lowest largest force on an atom?
C37H27Br2N7O4SYb